1.
C4H5OP in the gas phase. Source: the Open Molecules 2025 dataset; level of theory: ωB97M-V/def2-TZVPD.

Calculated values
Spin multiplicity: 1
Energy above the lowest of the compared OMol25 structures with the same formula, charge and spin, kcal/mol: 76.1
E_HOMO, Eh: -0.3362

Each line ends with the Mulliken charge.
Geometry (Å):
C1 -1.03750 -0.50214 0.30985  0.526
C2 0.38906 -0.99742 0.29606  -0.012
C3 -0.90067 0.99785 -0.23192  -0.521
C4 0.61408 1.02957 -0.14102  -0.614
O1 -2.00313 -1.18482 0.53713  -0.523
P1 1.12101 -2.46811 0.43076  -0.164
H1 -1.46432 0.94802 -1.10000  0.304
H2 -1.34063 1.64360 0.38384  0.333
H3 1.12249 1.35865 0.71361  0.320
H4 1.11249 1.32372 -0.96672  0.314
H5 2.38711 -2.14894 -0.23159  0.037

---

2.
C4H5OPS in the gas phase. Source: the Open Molecules 2025 dataset; level of theory: ωB97M-V/def2-TZVPD.

Calculated values
Spin multiplicity: 1
Energy above the lowest of the compared OMol25 structures with the same formula, charge and spin, kcal/mol: 70.1
E_HOMO (spin up / spin down), Eh: -0.2977 / -0.3015

Each line ends with the Mulliken charge.
Geometry (Å):
C1 0.18556 -0.42565 1.00755  -0.279
C2 -1.19629 -0.30271 0.41197  0.026
C3 1.30394 -0.39315 0.26854  -0.222
C4 -1.43236 -0.42551 -0.86090  -0.654
O1 0.97947 1.78559 -1.39286  -0.456
P1 1.18384 0.20037 -1.39212  0.321
S1 2.67391 -0.22570 -2.53652  -0.404
H1 0.09521 -0.75129 1.99268  0.387
H2 -1.90537 -0.22548 1.26498  0.272
H3 2.25789 -0.73025 0.71929  0.373
H4 -2.11896 -0.26302 -1.75354  0.307
H5 1.55045 2.26927 -2.10809  0.330

---

3.
3 unconnected molecules or ions with the total composition C4H6. Source: the Open Molecules 2025 dataset; level of theory: ωB97M-V/def2-TZVPD.

Calculated values
Spin multiplicity: 1
Energy above the lowest of the compared OMol25 structures with the same formula, charge and spin, kcal/mol: 126.1
E_HOMO, Eh: -0.3170

Each line ends with the Mulliken charge.
Geometry (Å):
C1 -0.66183 0.24031 -0.17851  0.027
C2 0.64175 -0.18230 -0.11376  0.011
C3 -1.81037 0.17160 0.46619  -0.628
C4 1.84524 0.07708 0.35187  -0.538
H1 -0.53374 -0.15187 -1.57564  0.073
H2 0.33881 -0.77169 -1.41016  0.060
H3 -2.67941 0.70945 0.11333  0.256
H4 2.52734 -0.72604 0.59811  0.246
H5 2.25262 1.08013 0.39871  0.248
H6 -1.92041 -0.44665 1.34986  0.244

---

4.
C4H6 in the gas phase. Source: the Open Molecules 2025 dataset; level of theory: ωB97M-V/def2-TZVPD.

Calculated values
Spin multiplicity: 1
Energy above the lowest of the compared OMol25 structures with the same formula, charge and spin, kcal/mol: 76.2
E_HOMO (spin up / spin down), Eh: -0.2909 / -0.3087

Each line ends with the Mulliken charge.
Geometry (Å):
C1 0.78875 -0.21858 0.53262  -0.190
C2 0.28718 -0.18530 1.72407  -0.513
C3 0.67604 -0.04054 -0.94838  0.014
C4 -0.77426 0.22451 -1.14011  -0.922
H1 -0.72107 0.07021 2.03290  0.263
H2 0.93572 -0.43895 2.55345  0.235
H3 1.31617 0.78617 -1.26266  0.217
H4 1.00222 -0.94962 -1.44865  0.205
H5 -1.44710 -0.61611 -1.08954  0.334
H6 -1.16799 1.16675 -0.79963  0.357

---

5.
C4H6 in the gas phase. Source: the Open Molecules 2025 dataset; level of theory: ωB97M-V/def2-TZVPD.

Calculated values
Spin multiplicity: 1
Energy above the lowest of the compared OMol25 structures with the same formula, charge and spin, kcal/mol: 32.0
E_HOMO, Eh: -0.3395

Each line ends with the Mulliken charge.
Geometry (Å):
C1 0.77815 -1.65426 -0.25305  -0.825
C2 -0.41000 -0.82621 -0.51200  0.128
C3 -0.78959 0.28505 -0.24689  0.026
C4 -0.74550 1.64042 0.26827  -0.959
H1 1.39715 -1.79677 -1.13871  0.273
H2 0.61263 -2.61177 0.24845  0.288
H3 1.29991 -0.96575 0.41518  0.259
H4 -0.43503 1.61026 1.32761  0.251
H5 -1.72665 2.09355 0.16111  0.303
H6 0.01893 2.22548 -0.26996  0.257

---

6.
2 unconnected molecules or ions with the total composition C4H6. Source: the Open Molecules 2025 dataset; level of theory: ωB97M-V/def2-TZVPD.

Calculated values
Spin multiplicity: 1
Energy above the lowest of the compared OMol25 structures with the same formula, charge and spin, kcal/mol: 75.6
E_HOMO, Eh: -0.3301

Each line ends with the Mulliken charge.
Geometry (Å):
C1 -1.65916 0.36753 0.28709  -0.458
C2 -1.36716 0.02969 -0.83081  -0.325
H1 -2.21588 0.72919 1.09001  0.396
H2 -1.01422 -0.01066 -1.80457  0.445
C3 0.92261 0.36956 0.54421  -0.847
C4 1.19237 -0.67889 -0.12302  -0.468
H3 0.61628 1.20657 -0.03656  0.486
H4 1.08716 0.24569 1.64881  0.241
H5 1.14162 -0.67169 -1.21173  0.291
H6 1.29638 -1.58700 0.43657  0.240

---

7.
A gas-phase ion, C4H6 (charge +2). Source: the Open Molecules 2025 dataset; level of theory: ωB97M-V/def2-TZVPD.

Calculated values
Spin multiplicity: 1
Energy above the lowest of the compared OMol25 structures with the same formula, charge and spin, kcal/mol: 0.0
E_HOMO (spin up / spin down), Eh: -0.8040 / -0.8040
Charge: +2

Each line ends with the Mulliken charge.
Geometry (Å):
H1 0.69602 -1.76774 1.14429  0.402
C1 0.83795 0.06689 0.06460  -0.165
C2 -1.18264 -1.01220 0.33792  -0.169
C3 0.15404 -0.91826 0.73046  0.293
H2 1.19408 -0.30231 -0.98406  0.410
H3 -1.44929 -1.08180 -0.72137  0.404
H4 -1.90626 -0.31214 0.87592  0.393
C4 0.53249 1.42351 -0.36371  -0.182
H5 0.45005 1.65539 -1.44080  0.313
H6 0.67356 2.24866 0.35675  0.301

---

8.
A molecular structure, C4H6AgCl2F3O2. Source: the Open Molecules 2025 dataset; level of theory: ωB97M-V/def2-TZVPD.

Calculated values
Spin multiplicity: 1
Energy above the lowest of the compared OMol25 structures with the same formula, charge and spin, kcal/mol: 31.6
E_HOMO, Eh: -0.0474
Charge: -2

Each line ends with the Mulliken charge.
Geometry (Å):
Ag1 0.88578 -3.74406 1.60064  0.619
C1 0.41020 -0.20451 0.70080  -0.083
O1 -0.68815 0.65946 0.25100  -0.263
O2 -0.09054 -1.19558 1.57785  -0.796
C2 1.39163 -0.65306 -0.46613  0.750
F1 2.09801 -1.78223 -0.18374  -0.233
F2 0.84970 -0.80384 -1.68746  -0.275
F3 2.30384 0.32836 -0.65345  -0.302
C3 -0.32978 1.92145 -0.32631  -0.148
C4 -1.65344 2.44281 -0.98909  -1.263
H1 -2.50964 2.36378 -0.31918  0.316
H2 -1.54404 3.46322 -1.35636  0.374
H3 -1.94670 1.70611 -1.73701  0.291
H4 0.40836 1.79563 -1.11841  0.246
H5 0.07677 2.53971 0.47405  0.306
H6 0.97556 0.44918 1.36497  0.142
Cl1 -0.68727 -4.83711 3.74611  -0.856
Cl2 0.04970 -4.44932 -0.87826  -0.825

---

9.
A molecular structure, C4H6AgClCuO2. Source: the Open Molecules 2025 dataset; level of theory: ωB97M-V/def2-TZVPD.

Calculated values
Spin multiplicity: 2
Energy above the lowest of the compared OMol25 structures with the same formula, charge and spin, kcal/mol: 11.6
E_HOMO (spin up / spin down), Eh: -0.6542 / -0.6541
Charge: +2

Each line ends with the Löwdin spin population.
Geometry (Å):
Ag1 -2.37980 3.47011 1.64493  0.000
Cu1 -5.03188 0.83168 0.64510  0.000
Cl1 -2.60087 0.95508 1.52065  0.000
O1 1.96060 -1.42403 1.85468  0.685
C1 1.46552 -0.88100 0.88527  0.083
O2 1.46267 0.44017 0.67586  0.068
C2 0.69206 0.80011 -0.36591  0.005
C3 0.64418 -0.42959 -1.33462  0.031
C4 0.62106 -1.50331 -0.27988  0.111
H1 1.15985 1.59549 -0.94613  0.004
H2 -0.31214 1.06922 -0.03838  -0.001
H3 1.56048 -0.33820 -1.91784  0.000
H4 -0.19185 -0.46261 -2.03323  0.009
H5 1.25337 -2.35149 -0.54232  -0.001
H6 -0.30327 -1.77156 0.23175  0.003

---

10.
A molecular structure, C4H6AgO2. Source: the Open Molecules 2025 dataset; level of theory: ωB97M-V/def2-TZVPD.

Calculated values
Spin multiplicity: 2
E_HOMO (spin up / spin down), Eh: -0.7366 / -0.7363
Charge: +2

Each line ends with the Löwdin spin population.
Geometry (Å):
O1 0.20771 0.63386 0.09486  0.015
C1 1.36033 0.25357 -0.16831  0.074
O2 1.69940 -0.73188 -0.97670  0.148
C2 -0.97964 -0.23567 -0.11483  0.004
C3 -2.20669 0.58506 0.15835  0.001
H1 -0.91790 -0.57784 -1.15352  0.000
H2 -0.87168 -1.08357 0.56933  -0.001
H3 -2.30552 1.40367 -0.56521  0.000
H4 -3.07776 -0.07595 0.05592  0.000
H5 -2.19832 0.98894 1.17830  0.000
Ag1 4.01207 1.05735 -0.06936  0.187
C4 2.69699 -0.68449 0.15384  0.527
H6 2.58101 -1.53306 0.83732  0.045